(1)
The following is a quantum chemistry calculation of C8H20CoO4 as an isolated structure at a distorted geometry, from the Open Molecules 2025 dataset.

The multiplicity is 4. The highest occupied orbital energy (alpha / beta) comes out at -0.50 / -0.38 eV. As for the LUMO energy (alpha / beta): 6.01 / 6.01 eV. The total charge is -2. As for the expectation value of S²: 3.755. The value obtained for the energy above the lowest of the compared OMol25 structures with the same formula, charge and spin is 13.5 kcal/mol. The largest force on an atom is 2.4 eV/Å. The value obtained for the HOMO-LUMO gap (alpha / beta) is 6.5 / 6.4 eV.

CARTESIAN COORDINATES (ANGSTROEM)
Co 0.2441 -0.5795 0.2568
C 0.1245 2.6559 2.7022
C 1.0604 2.3989 1.5514
O 1.2114 1.0330 1.2337
H 0.3357 2.0460 3.5805
H -0.9212 2.4600 2.4653
H 0.2374 3.6655 3.0971
H 2.0201 2.7884 1.8910
H 0.8756 3.0436 0.6922
C -1.9904 -0.8170 2.5304
C -1.3009 -2.1490 2.3667
O -0.0688 -1.9998 1.6939
H -2.0607 -0.3477 1.5491
H -1.3949 -0.1850 3.1893
H -2.9056 -0.9180 3.1138
H -1.9714 -2.8165 1.8255
H -1.1570 -2.5498 3.3700
C -1.9295 0.0482 -3.4857
C -2.2373 0.0249 -1.9861
O -1.3142 -0.5353 -1.1488
H -0.9716 0.5396 -3.6558
H -2.6895 0.6567 -3.9759
H -1.9522 -0.9323 -3.9612
H -3.2210 -0.3813 -1.7505
H -2.3138 1.0616 -1.6582
C 3.7154 -0.6647 -2.1122
C 2.3435 -1.3529 -1.7354
O 2.1456 -1.5748 -0.3622
H 3.8329 0.4039 -1.9322
H 3.9444 -0.8217 -3.1662
H 4.5627 -1.1999 -1.6836
H 2.1943 -2.2579 -2.3243
H 1.5518 -0.7430 -2.1705


(2)
The following is a quantum chemistry calculation of C8H20N2 as an isolated structure at a distorted geometry, from the Open Molecules 2025 dataset.

The highest occupied orbital energy comes out at -20.38 eV. As for the LUMO energy: -6.34 eV. The total charge is +2. The value obtained for the energy above the lowest of the compared OMol25 structures with the same formula, charge and spin is 32.6 kcal/mol. The largest force on an atom is 4.7 eV/Å. The value obtained for the HOMO-LUMO gap is 14.0 eV.

CARTESIAN COORDINATES (ANGSTROEM)
C -0.0138 0.5269 -1.3527
C 0.2000 0.0154 0.5976
C -0.4532 -0.8579 1.6818
C 1.5095 0.5123 1.1024
C -2.1953 0.6784 -0.1182
C -0.5479 2.3528 0.2135
C -0.2963 -1.9597 -1.0214
C 1.9142 -1.2191 -0.9700
N -0.6860 0.9475 -0.0438
N 0.4685 -0.7985 -0.7632
H -0.7828 0.3256 -2.1243
H 0.7513 1.1747 -1.7687
H -1.5488 -1.0919 1.3976
H -0.4231 -0.3710 2.5838
H 0.3306 -1.6054 1.8313
H 2.1115 1.2144 0.4549
H 2.2110 -0.3542 1.1160
H 1.3620 0.9617 2.1334
H -2.4639 1.3101 0.7543
H -2.3809 1.0609 -1.1239
H -2.4750 -0.3509 0.0589
H -1.0355 2.7566 1.0013
H 0.4971 2.6292 0.1852
H -1.0149 2.8218 -0.6200
H -0.2669 -2.6827 -0.2059
H -1.4183 -1.7340 -1.3329
H 0.0828 -2.3335 -1.9329
H 2.6631 -0.3666 -0.7581
H 2.0130 -2.0903 -0.3895
H 1.8638 -1.3579 -2.0563


Number 1 is which compound?
C8H20CoO4


Repeat the first record exactly.
The following is a quantum chemistry calculation of C8H20CoO4 as an isolated structure at a distorted geometry, from the Open Molecules 2025 dataset.

The multiplicity is 4. The highest occupied orbital energy (alpha / beta) comes out at -0.50 / -0.38 eV. As for the LUMO energy (alpha / beta): 6.01 / 6.01 eV. The total charge is -2. As for the expectation value of S²: 3.755. The value obtained for the energy above the lowest of the compared OMol25 structures with the same formula, charge and spin is 13.5 kcal/mol. The largest force on an atom is 2.4 eV/Å. The value obtained for the HOMO-LUMO gap (alpha / beta) is 6.5 / 6.4 eV.

CARTESIAN COORDINATES (ANGSTROEM)
Co 0.2441 -0.5795 0.2568
C 0.1245 2.6559 2.7022
C 1.0604 2.3989 1.5514
O 1.2114 1.0330 1.2337
H 0.3357 2.0460 3.5805
H -0.9212 2.4600 2.4653
H 0.2374 3.6655 3.0971
H 2.0201 2.7884 1.8910
H 0.8756 3.0436 0.6922
C -1.9904 -0.8170 2.5304
C -1.3009 -2.1490 2.3667
O -0.0688 -1.9998 1.6939
H -2.0607 -0.3477 1.5491
H -1.3949 -0.1850 3.1893
H -2.9056 -0.9180 3.1138
H -1.9714 -2.8165 1.8255
H -1.1570 -2.5498 3.3700
C -1.9295 0.0482 -3.4857
C -2.2373 0.0249 -1.9861
O -1.3142 -0.5353 -1.1488
H -0.9716 0.5396 -3.6558
H -2.6895 0.6567 -3.9759
H -1.9522 -0.9323 -3.9612
H -3.2210 -0.3813 -1.7505
H -2.3138 1.0616 -1.6582
C 3.7154 -0.6647 -2.1122
C 2.3435 -1.3529 -1.7354
O 2.1456 -1.5748 -0.3622
H 3.8329 0.4039 -1.9322
H 3.9444 -0.8217 -3.1662
H 4.5627 -1.1999 -1.6836
H 2.1943 -2.2579 -2.3243
H 1.5518 -0.7430 -2.1705


What did the first record say?
The following is a quantum chemistry calculation of C8H20CoO4 as an isolated structure at a distorted geometry, from the Open Molecules 2025 dataset.

The multiplicity is 4. The highest occupied orbital energy (alpha / beta) comes out at -0.50 / -0.38 eV. As for the LUMO energy (alpha / beta): 6.01 / 6.01 eV. The total charge is -2. As for the expectation value of S²: 3.755. The value obtained for the energy above the lowest of the compared OMol25 structures with the same formula, charge and spin is 13.5 kcal/mol. The largest force on an atom is 2.4 eV/Å. The value obtained for the HOMO-LUMO gap (alpha / beta) is 6.5 / 6.4 eV.

CARTESIAN COORDINATES (ANGSTROEM)
Co 0.2441 -0.5795 0.2568
C 0.1245 2.6559 2.7022
C 1.0604 2.3989 1.5514
O 1.2114 1.0330 1.2337
H 0.3357 2.0460 3.5805
H -0.9212 2.4600 2.4653
H 0.2374 3.6655 3.0971
H 2.0201 2.7884 1.8910
H 0.8756 3.0436 0.6922
C -1.9904 -0.8170 2.5304
C -1.3009 -2.1490 2.3667
O -0.0688 -1.9998 1.6939
H -2.0607 -0.3477 1.5491
H -1.3949 -0.1850 3.1893
H -2.9056 -0.9180 3.1138
H -1.9714 -2.8165 1.8255
H -1.1570 -2.5498 3.3700
C -1.9295 0.0482 -3.4857
C -2.2373 0.0249 -1.9861
O -1.3142 -0.5353 -1.1488
H -0.9716 0.5396 -3.6558
H -2.6895 0.6567 -3.9759
H -1.9522 -0.9323 -3.9612
H -3.2210 -0.3813 -1.7505
H -2.3138 1.0616 -1.6582
C 3.7154 -0.6647 -2.1122
C 2.3435 -1.3529 -1.7354
O 2.1456 -1.5748 -0.3622
H 3.8329 0.4039 -1.9322
H 3.9444 -0.8217 -3.1662
H 4.5627 -1.1999 -1.6836
H 2.1943 -2.2579 -2.3243
H 1.5518 -0.7430 -2.1705


Which of these has the lowest total charge?
C8H20CoO4